{
  "formula": "C51H45IrN4O9PSe",
  "method": "wB97M-V/def2-TZVPD",
  "fmax_ev_per_a": 4.06,
  "total_charge": -1,
  "lumo_ev": [1.91, 0.68],
  "e_homo_ev": [-2.6, -3.9],
  "e_tot_ha": -5713.48526,
  "s2": 6.158,
  "e_above_lowest_kj_mol": 130.3,
  "homo_lumo_gap_ev": [4.49, 4.61],
  "multiplicity": 5,
  "elements": ["Ir", "C", "O", "C", "C", "C", "C", "C", "C", "C", "C", "C", "C", "C", "N", "C", "C", "C", "C", "C", "C", "C", "C", "C", "C", "O", "C", "C", "C", "C", "N", "C", "C", "C", "C", "C", "C", "O", "C", "C", "C", "C", "C", "C", "C", "N", "C", "C", "N", "C", "C", "C", "C", "O", "C", "C", "C", "H", "H", "H", "H", "H", "H", "H", "H", "H", "H", "H", "H", "H", "H", "H", "H", "H", "H", "H", "H", "H", "H", "H", "H", "H", "H", "H", "H", "H", "H", "H", "H", "H", "H", "H", "H", "O", "Se", "O", "O", "O", "C", "P", "C", "C", "O", "H", "H", "H", "H", "H", "H", "H", "H", "H"],
  "xyz": [[0.0885, 0.1395, 0.1127], [-4.3717, -8.5189, -2.4197], [-3.1447, -7.9111, -2.7615], [-2.8607, -6.6275, -2.2585], [-3.7821, -5.6782, -1.7459], [-3.2479, -4.4835, -1.3095], [-1.8824, -4.0709, -1.4657], [-1.0564, -5.0620, -2.0994], [-1.6109, -6.2260, -2.6365], [-1.3569, -2.7440, -1.0178], [-0.7294, -1.9338, -1.9630], [-0.4091, -2.2680, -3.3365], [0.3792, -1.3221, -3.8425], [0.8496, -0.4179, -2.7493], [-0.0768, -0.7591, -1.5803], [0.9631, 1.1040, -3.0681], [1.1380, 1.9905, -2.0220], [1.5525, 3.3636, -2.1207], [1.9563, 3.8111, -0.8952], [1.7654, 2.6811, 0.0449], [2.2775, 2.5614, 1.3566], [3.2668, 3.5067, 1.8682], [4.2862, 3.9003, 1.0166], [5.2508, 4.7509, 1.5392], [5.3465, 4.9691, 2.9467], [6.4946, 5.5815, 3.3237], [6.9966, 5.5552, 4.6892], [4.3103, 4.6227, 3.7586], [3.2537, 3.9252, 3.1955], [1.8026, 1.5118, 2.1606], [0.5376, 0.8921, 1.9284], [0.2709, 0.0968, 3.1384], [-0.8553, -0.6966, 3.4463], [-1.5572, -0.7329, 4.7815], [-2.8725, -1.3568, 4.9626], [-3.3221, -1.6491, 6.2570], [-2.3828, -1.5793, 7.3066], [-2.6278, -2.2695, 8.4715], [-2.3078, -3.6748, 8.5526], [-1.3067, -0.6882, 7.2414], [-0.9601, -0.2371, 5.9879], [-1.3286, -1.5141, 2.3707], [-2.1450, -2.6879, 2.4470], [-2.2410, -3.2190, 1.1754], [-1.5222, -2.3647, 0.2874], [-1.0330, -1.2494, 0.9914], [1.4290, 0.1621, 3.9520], [2.3376, 0.9861, 3.3141], [1.1968, 1.6329, -0.6576], [1.2230, 1.4721, -4.4568], [2.2450, 0.7657, -5.2336], [2.4964, 1.1253, -6.5307], [1.6559, 2.1076, -7.1267], [1.9383, 2.3195, -8.4618], [2.3314, 3.6238, -8.9733], [0.6991, 2.8699, -6.4034], [0.5223, 2.5531, -5.0608], [-4.2256, -9.5006, -2.8926], [-5.2768, -8.0443, -2.9675], [-4.5647, -8.7076, -1.3231], [-4.8431, -5.9472, -1.4655], [-3.9673, -3.7272, -0.8617], [-0.0637, -4.7055, -2.3099], [-0.9710, -6.9375, -3.2230], [-0.6236, -3.2240, -3.8516], [0.7947, -1.2625, -4.7737], [1.5994, 3.9401, -3.0239], [2.2472, 4.8248, -0.5871], [4.3065, 3.4896, -0.0320], [6.1326, 5.1448, 1.0573], [8.0500, 5.7573, 4.5371], [6.8964, 4.5513, 5.0977], [6.5138, 6.3199, 5.3547], [4.4175, 4.5410, 4.8300], [2.4724, 3.6299, 3.8922], [-3.4784, -1.5714, 4.1028], [-4.2747, -2.1765, 6.4392], [-2.3264, -3.9283, 9.6140], [-1.2272, -3.7850, 8.2361], [-3.0041, -4.4328, 8.0293], [-0.7121, -0.5180, 8.1976], [-0.0679, 0.3811, 5.9242], [-2.5642, -3.1314, 3.3453], [-2.7696, -4.1466, 0.8891], [1.4943, -0.4415, 4.8412], [3.3450, 1.2292, 3.7074], [2.8992, 0.0456, -4.7589], [3.3115, 0.6612, -7.1370], [3.3931, 3.6268, -9.1442], [1.9874, 4.4454, -8.3570], [1.9581, 3.7707, -9.9628], [0.2432, 3.7831, -6.8151], [-0.2935, 3.0897, -4.5400], [1.8916, -0.9550, 0.2850], [2.5342, -1.8661, -0.9412], [4.1168, -1.8954, -0.9139], [2.2555, -0.7862, -2.3680], [1.6729, -3.2176, -1.2256], [-4.4083, 1.6715, 0.2770], [-3.0312, 1.9194, -0.8243], [-3.3179, 3.6946, -1.3302], [-3.1781, 0.9029, -2.3183], [-1.7237, 1.6408, -0.1546], [-4.5825, 2.6911, 0.7218], [-4.0851, 0.9061, 1.0256], [-5.3025, 1.3283, -0.2377], [-4.2363, 4.2135, -1.1467], [-3.2933, 3.6574, -2.4192], [-2.5242, 4.3271, -0.9258], [-4.0135, 1.2178, -2.9161], [-3.2377, -0.1939, -2.2084], [-2.2156, 1.0608, -2.8763]],
  "mulliken_charge": [1.75, -0.78, -0.38, 0.69, -0.77, -0.19, -0.32, -0.63, -0.82, 1.39, 0.37, -1.11, -1.57, 1.36, 0.39, 0.59, 0.08, -1.28, -1.70, -0.20, 1.13, 0.31, -0.58, -0.90, 0.90, -0.44, -0.80, -0.69, -0.28, -0.49, -0.49, 0.64, -0.17, 0.62, -0.69, -0.79, 0.43, -0.45, -0.65, -0.55, -0.60, -0.22, -2.10, -1.18, 0.55, 0.47, -1.60, -0.69, 0.62, 0.06, -0.57, -0.62, 0.38, -0.48, -0.73, -0.60, -0.35, 0.27, 0.27, 0.30, 0.27, 0.32, 0.83, 0.30, 0.55, 0.85, 0.61, 0.63, 0.50, 0.36, 0.27, 0.36, 0.27, 0.31, 0.53, 0.77, 0.38, 0.25, 0.30, 0.22, 0.32, 0.59, 0.75, 0.52, 0.78, 0.60, 0.51, 0.34, 0.24, 0.32, 0.26, 0.36, 0.39, -0.56, 0.83, -0.79, -0.55, -0.54, -1.21, 1.19, -1.56, -0.77, -0.95, 0.38, 0.17, 0.40, 0.48, 0.36, 0.36, 0.56, 0.19, 0.00]
}